# C28H56O12

A cluster of 8 separate species, C28H56O12 in total at a distorted geometry (ωB97M-V with the def2-TZVPD basis set, the Open Molecules 2025 dataset).

Geometry as XYZ:
```
96
Properties=species:S:1:pos:R:3:forces:R:3:lowdin_charge:R:1
H -0.39263 5.97559 -2.81038 -0.3064 -1.8903 0.0746 0.106
H -4.03676 3.55388 -2.57439 2.3710 0.8004 -0.1236 0.119
O -1.47709 -2.83646 3.63671 -3.0213 2.7440 1.7184 -0.018
H 1.98268 3.43872 3.33014 -3.3235 0.3235 -0.2099 0.193
C -2.67894 -2.09815 -5.03758 2.1788 -0.6468 2.7853 -0.007
H -2.65156 -0.88059 -0.05428 -0.3535 -0.5805 0.1871 0.043
H 2.47001 -1.96044 -0.94036 0.9280 -0.1458 -1.6175 0.091
H 2.22373 6.09927 -0.44564 -0.6670 -0.7374 0.0191 0.090
H 0.46286 2.02225 0.01291 -0.1064 -1.8935 -2.0518 0.140
H -0.32492 -0.75562 -3.98787 -0.2695 -1.3342 -0.2521 0.101
C -1.16890 -1.61881 4.22482 2.1864 0.3932 -1.1278 -0.470
H -3.34870 -2.65216 -5.64355 -0.2315 -0.6282 -0.7437 0.059
H 0.19808 -3.30146 2.76812 2.2019 2.1328 -1.3257 0.059
C 1.51575 5.27318 -0.22664 0.5801 -3.6482 -1.3808 0.013
H 4.14384 -4.93435 -0.51123 3.0562 2.6215 -6.8908 -0.015
H 0.42767 5.50473 -0.34279 0.9861 -0.1752 -0.3321 0.074
H 1.46893 -1.28270 1.70785 1.9610 1.2488 0.7661 0.113
H -1.35419 -1.88604 -1.88275 0.0142 -0.1027 0.1202 0.070
C -2.03405 -1.73517 0.24047 1.7655 -0.8302 1.5215 -0.046
H -3.15311 4.41587 -3.95815 -0.1984 -1.4005 0.8545 0.092
H -3.72702 2.95398 0.22554 -1.7698 1.2835 -0.9818 0.080
C -2.38304 -0.80152 4.50675 -3.0128 2.3932 2.9042 -0.009
H -2.98961 -1.06666 -5.00934 -0.0926 0.4547 0.1460 0.073
H 2.55052 -0.15733 2.90408 -0.2598 -1.5082 -1.1158 0.105
H -0.18849 1.58856 3.94196 2.0323 0.9425 0.7600 0.072
H 4.70637 0.25309 -3.79485 2.7075 3.6165 0.2584 0.047
H -1.32862 5.29129 -4.12315 2.3332 -1.2752 0.7193 0.109
C 1.68143 4.83047 1.21030 -0.1249 4.1111 -2.2175 -0.681
O -0.00522 -1.22157 4.36469 -2.7703 -1.2240 -0.1288 0.078
C 3.56461 -0.65004 -2.33649 1.7085 3.6589 7.3304 -0.382
H -2.35174 2.69879 0.76748 2.5997 0.8213 0.6537 0.054
O 3.45755 -2.52641 3.62662 -0.2407 0.8822 -5.7021 0.006
H -2.68831 -2.50669 -3.92905 -0.4070 0.8535 -2.1053 0.113
C -0.70646 4.92803 -3.18234 0.7356 2.6469 -2.2405 -0.063
H 0.97357 -1.88893 -4.66327 -3.1536 0.0016 0.1139 0.129
C 2.87893 -1.97453 -2.01552 0.2522 0.0299 1.4604 -0.014
O 3.52116 -3.04087 1.34537 0.3330 1.1984 0.4125 -0.017
C -3.19517 2.13571 0.58439 0.1373 -0.7774 -0.4865 -0.029
H -0.30923 -2.53290 -3.51615 -0.1345 0.6009 -0.4352 0.070
C -2.98503 3.70720 -3.06748 -2.0216 1.1583 -1.1988 -0.039
O -1.81581 4.61754 -1.10329 -0.3807 -0.8660 -5.2002 -0.029
H -2.77478 2.70477 -3.44966 0.6365 0.2355 -0.0916 0.072
O -0.76692 -2.46312 -6.60415 -1.8598 1.1871 4.6475 0.001
H -1.01783 2.11291 2.82688 1.6369 1.2044 -1.1438 0.083
H -0.20673 -2.82928 -0.67792 -1.7568 2.0967 -0.6348 0.160
H 0.24346 -3.87841 4.34367 -2.1897 -0.1906 -1.5964 0.189
H 1.49942 1.03715 -1.19755 -0.9467 1.1629 -0.1216 0.105
O 3.92376 0.21635 -1.34996 -2.3426 -4.7487 -5.0993 -0.052
O 2.21027 5.61634 1.93127 1.5034 0.4487 2.4424 0.101
H 0.12676 2.36675 -1.63004 0.6963 -0.5312 -0.5635 0.071
C -0.21080 -1.82276 -4.36667 3.7744 0.8944 1.1966 -0.072
H -3.12986 3.44241 3.05473 -0.8282 -0.4666 -0.2791 0.081
H -3.20455 -0.67379 3.77878 0.5820 -1.3059 -0.2957 0.050
H 0.72516 1.55460 2.38336 -1.1495 0.3975 0.8505 0.085
H 4.40972 -1.17403 -4.01052 1.4488 -5.4694 -2.9876 0.032
C -1.17335 -2.15087 -5.42146 0.2581 -1.3854 -5.5204 -0.439
H -2.21733 0.35253 4.60976 0.6944 -2.2201 0.3434 0.095
O -0.12170 -0.76021 -0.66845 1.0705 2.2557 -1.1807 -0.080
O -1.49217 0.56725 -1.97176 2.0142 -0.7946 1.5375 0.037
H -0.15411 -5.67616 2.40504 0.5110 -0.3712 0.3386 0.062
H -1.18403 -4.49569 1.43784 0.9799 -0.6712 2.2793 0.105
H 0.36950 4.37050 3.34441 -1.5519 2.7605 1.8957 0.076
C -4.00132 2.75609 2.91458 0.4733 -1.6955 1.3221 -0.022
H 2.03417 -2.14540 -2.68157 0.0570 0.0067 -0.1853 0.043
H -3.00962 -1.11938 5.55054 2.0816 0.6127 -2.8004 0.160
H 3.62379 -2.82949 -2.18558 -0.9807 1.1958 0.3695 0.117
C -0.85733 -4.88428 2.52455 -3.7257 1.5847 -1.0087 -0.053
H 4.44157 -6.15889 0.75035 -0.2445 1.0896 -1.2699 0.126
C 4.20985 -4.26992 1.55956 1.0920 -0.2525 -1.7640 -0.199
C 3.94739 -5.19825 0.36891 0.7115 -3.3195 9.0129 -0.030
C 0.11288 2.21712 3.07566 -2.2386 -2.8804 -1.2714 -0.078
C -3.77642 1.67034 1.80870 -2.7610 -3.1292 2.6437 -0.437
H -4.29774 2.28226 3.92925 0.7627 0.5250 -1.7137 0.106
O -4.24698 0.49922 1.96289 1.7199 3.5459 -0.3641 0.004
H 4.08691 -4.63637 2.53255 -1.6033 -0.9080 1.2850 0.095
C 3.95307 -0.38606 -3.68669 -5.8478 3.4130 -0.0735 -0.028
H 5.30830 -4.26725 1.63045 0.1086 1.5319 -0.5589 0.128
C 0.79412 3.53061 2.99896 5.3411 -2.2107 -1.4536 -0.135
C -0.47010 0.43464 -1.26439 -3.6927 -2.2109 -1.2970 -0.518
H 0.29164 4.28307 -3.25742 -2.5887 1.1685 -0.3222 0.133
H -1.82536 -5.16548 2.95928 0.1599 -1.1364 -0.3659 0.073
H -1.45274 -1.36082 1.27092 -1.5446 -1.3058 -2.6488 0.134
H 1.79926 4.20910 -0.81271 -0.8770 3.0973 0.7112 0.137
C 3.26786 -2.21268 2.38007 -0.0811 -0.7540 5.8266 -0.441
H 3.05124 -0.44915 1.16030 -0.5250 -0.1876 0.3405 0.066
H -3.01137 1.41586 -0.17422 -0.0461 -0.6698 -0.5308 0.070
C -1.83011 4.42009 -2.39733 -0.5705 -0.6477 7.5779 -0.470
C -0.49628 -3.70019 3.40738 5.2950 -2.6680 0.9742 -0.347
C -0.92957 -1.88469 -0.88083 -0.1235 -1.8837 2.4383 -0.247
H 3.00719 0.07583 -4.24409 2.0004 -1.5649 0.6239 0.168
H -4.89540 3.27764 2.62203 -0.2266 0.6430 -0.2985 0.068
H 2.98899 -5.48356 0.24123 -3.7851 -0.8214 0.3752 0.036
C 0.46272 1.48278 -1.07391 2.4099 2.7582 3.0811 0.021
O 0.96452 3.84237 1.53733 -2.1084 -3.7763 1.3489 -0.023
C 2.54164 -0.90218 2.03859 -0.5794 -0.8148 -0.7579 0.003
H -2.57372 -2.73904 0.42537 0.5333 1.9226 -0.2001 0.094
```
Forces are in eV/Å.

Output
structure (SMILES) = CCOC(C)=O.CCOC(C)=O.CCOC(C)=O.CCOC(C)=O.CC(C)=O.CC(C)=O.CC(C)=O.CC(C)=O
gap between HOMO and LUMO = 9.95 eV
charge = 0
energy above the lowest of the compared OMol25 structures with the same formula, charge and spin = 250.3 kcal per mole